Entry 1:
{"formula": "C5H10N3P", "method": "the ωB97M-V functional and the def2-TZVPD basis", "smiles": "CPc1nc(C)nn1C", "de_lowest_kcal_mol": 42.4, "lumo_energy_ev": [0.8660, 0.8660], "symbols": ["C", "P", "C", "N", "C", "C", "N", "N", "C", "H", "H", "H", "H", "H", "H", "H", "H", "H", "H"], "xyz": [[-1.66176, -0.33392, 2.35951], [-0.21327, -1.37094, 1.79684], [0.31217, -0.19670, 0.59608], [0.47406, 1.06602, 0.61537], [0.95963, 1.53792, -0.57125], [0.86010, 2.98844, -0.92256], [1.08375, 0.59656, -1.50487], [0.75533, -0.58532, -1.08285], [1.02507, -1.81843, -1.74835], [-2.21150, -0.88048, 3.20751], [-2.37329, 0.18239, 1.80194], [-1.22530, 0.55783, 2.91400], [-0.74250, -2.35298, 0.80686], [-0.17279, 3.36995, -0.48586], [1.70902, 3.58888, -0.55079], [0.95002, 3.08800, -2.04531], [2.03750, -2.23825, -1.37916], [0.21072, -2.59985, -1.31692], [1.02208, -1.78034, -2.83204]], "forces_ev_per_angstrom": [[0.72, -0.43, 3.95], [-1.24, -0.65, -0.15], [1.63, 0.03, -4.69], [0.04, -1.04, 0.56], [-0.88, -0.93, -1.44], [-0.70, 0.71, -0.31], [0.52, 0.79, -0.42], [-1.20, 2.01, 4.61], [-0.02, -2.79, 2.48], [0.71, 0.54, -1.28], [-1.11, 0.09, -1.97], [0.15, -1.20, -0.49], [0.13, 1.05, 0.88], [2.26, -0.47, -1.14], [-0.56, -0.17, 0.30], [-0.59, -0.10, 1.23], [-1.40, 0.57, -0.79], [1.79, 1.70, -1.34], [-0.24, 0.28, 0.00]], "lowdin_charge": [-0.372, 0.866, -0.440, 0.074, -0.431, -0.064, 0.059, -0.159, -0.103, 0.047, 0.000, 0.049, -0.049, 0.113, 0.061, 0.081, 0.098, 0.102, 0.068]}

Entry 2:
{"formula": "C5H10N3P", "method": "the ωB97M-V functional and the def2-TZVPD basis", "smiles": "CC(C)n1nncc1P", "de_lowest_kcal_mol": 34.2, "lumo_energy_ev": 0.8531, "symbols": ["C", "C", "C", "N", "N", "N", "C", "C", "P", "H", "H", "H", "H", "H", "H", "H", "H", "H", "H"], "xyz": [[-1.92772, -0.61858, 1.01741], [-1.03935, 0.35402, 0.34928], [-1.56013, 0.25320, -1.06070], [0.30743, -0.27315, 0.41455], [0.56044, -1.48086, 0.91466], [1.83642, -1.75241, 0.87548], [2.47004, -0.73364, 0.29606], [1.54282, 0.26512, 0.00990], [1.88841, 1.96172, -0.64658], [-2.93098, -0.44109, 0.53926], [-1.94884, -0.50125, 2.05809], [-1.46564, -1.61381, 0.73018], [-0.92302, 1.41770, 0.83152], [-1.59955, -0.76460, -1.31855], [-0.93056, 0.72900, -1.71955], [-2.61889, 0.54743, -0.96413], [3.46981, -0.66839, 0.23316], [1.65131, 1.65347, -1.94470], [3.21799, 1.66612, -0.61535]], "forces_ev_per_angstrom": [[-1.21, -1.04, -0.81], [1.41, 0.33, 0.50], [-1.11, 0.92, 1.44], [3.68, 1.16, -0.61], [-0.29, -0.72, 0.50], [-1.08, -0.34, -0.03], [-3.88, 1.50, 0.27], [-0.88, -0.20, 0.06], [-1.35, -0.25, 1.87], [0.71, -0.72, 1.18], [-0.22, -0.17, 1.57], [-1.39, 0.96, 0.65], [-0.48, -1.94, -1.13], [0.14, -1.47, -0.34], [0.82, 1.55, -1.96], [0.63, 0.64, -0.98], [3.29, 0.02, -0.41], [0.02, -0.24, -1.47], [1.19, 0.03, -0.32]], "lowdin_charge": [-0.096, -0.383, -0.062, -0.109, -0.003, 0.011, -0.176, -0.471, 0.848, 0.095, 0.063, 0.098, 0.178, 0.079, 0.042, 0.096, 0.053, -0.139, -0.126]}

Entry 3:
{"formula": "C5H10N3P3", "method": "the ωB97M-V functional and the def2-TZVPD basis", "de_lowest_kcal_mol": 43.1, "lumo_energy_ev": -0.2066, "symbols": ["C", "C", "C", "C", "C", "N", "N", "N", "P", "P", "P", "H", "H", "H", "H", "H", "H", "H", "H", "H", "H"], "xyz": [[-3.57001, 0.48326, 1.08632], [1.82306, -0.16217, -0.28819], [-4.23387, 1.20095, 1.81824], [2.66869, -1.33300, 0.05976], [2.49004, 1.11467, -0.53321], [-1.84638, -1.81901, -0.39185], [0.53053, -0.26969, -0.51130], [-1.97978, 0.77796, -1.04386], [-0.36882, 1.13351, -1.11770], [-0.27503, -1.91037, 0.06027], [-2.74277, -0.46451, -0.41515], [-0.16026, -1.36843, 1.33597], [-4.79032, 1.96933, 2.27410], [-0.10291, 1.85918, 0.18579], [2.90212, -2.12140, -0.64664], [2.14531, -1.84461, 0.96131], [3.64920, -1.05564, 0.26276], [1.82452, 1.85285, -0.24773], [2.56327, 1.37468, -1.59864], [3.36102, 1.34897, -0.05458], [-3.88762, -0.76652, -1.19567]], "forces_ev_per_angstrom": [[-0.20, -1.06, -0.32], [-1.08, -1.11, -1.98], [1.26, -1.11, -1.65], [-2.01, -1.60, 2.02], [-1.44, 0.02, -1.91], [-0.64, 0.85, 1.02], [2.09, -0.78, 1.14], [1.11, -0.19, -0.31], [-1.78, 1.10, 0.65], [-0.52, -0.24, -1.32], [0.44, 1.44, 0.30], [-0.23, 0.30, 0.93], [-0.24, 0.22, 0.51], [-0.30, -0.48, -0.93], [-1.12, -0.08, -0.78], [1.39, 0.62, -1.25], [1.59, 1.02, 1.16], [-1.38, 1.82, 0.94], [0.21, -0.59, -0.07], [2.52, -0.18, 1.22], [0.34, 0.04, 0.60]], "lowdin_charge": [-0.218, -0.444, -0.005, -0.072, -0.076, -0.562, -0.399, -0.561, 0.751, 0.770, 0.499, -0.078, 0.001, -0.028, 0.093, 0.085, 0.052, -0.005, 0.116, 0.065, 0.018]}

Entry 4:
{"formula": "C5H10N4", "method": "the ωB97M-V functional and the def2-TZVPD basis", "charge": 2, "de_lowest_kcal_mol": 140.1, "lumo_energy_ev": [-11.4514, -10.9303], "symbols": ["C", "C", "C", "C", "C", "N", "N", "N", "N", "H", "H", "H", "H", "H", "H", "H", "H", "H", "H"], "xyz": [[-0.34194, 1.46231, -0.22037], [-3.47551, -0.25028, -0.28472], [3.64679, -0.70407, -0.02623], [-2.56016, 0.66457, 0.04844], [2.46600, -0.13382, -0.33325], [0.94404, 1.62289, 0.00420], [-1.18840, 0.44577, 0.03493], [-0.61112, -0.64674, 0.61150], [2.00460, 0.98569, 0.18133], [-0.63826, 2.34542, -0.58991], [-4.59790, -0.10889, -0.29363], [-3.25092, -1.23274, -0.41786], [3.97427, -1.63393, -0.53961], [4.41072, -0.29853, 0.68770], [-2.90059, 1.64787, 0.07475], [1.96234, -0.60436, -1.18692], [-1.13410, -1.32795, 1.14939], [0.19350, -0.96038, 0.10577], [2.73654, 1.39830, 0.87899]], "forces_ev_per_angstrom": [[2.16, -1.92, 0.41], [-1.76, 1.20, 1.19], [1.94, -0.18, 0.68], [-1.42, -0.75, -1.08], [0.22, -3.25, -2.58], [-0.65, 0.96, 0.64], [1.52, -0.82, 1.25], [-0.23, 0.41, -0.53], [1.81, 1.06, 3.13], [-2.41, 2.82, -1.41], [1.59, 0.60, -0.06], [0.96, -2.80, -0.60], [-0.47, 0.78, 0.36], [-0.97, -0.24, -0.52], [0.14, 1.82, 0.38], [-0.46, 0.43, 0.42], [-0.52, 0.30, -0.21], [0.24, -0.50, -0.08], [-1.69, 0.09, -1.39]], "lowdin_charge": [0.013, 0.192, 0.208, -0.066, -0.158, 0.176, -0.054, 0.228, 0.062, 0.133, 0.145, 0.054, 0.127, 0.130, 0.125, 0.156, 0.166, 0.101, 0.262]}

Entry 5:
{"formula": "C5H10N4O2", "method": "the ωB97M-V functional and the def2-TZVPD basis", "smiles": "O=NN1CCCN(N=O)CC1", "de_lowest_kcal_mol": 174.9, "lumo_energy_ev": -0.3584, "symbols": ["O", "N", "N", "C", "C", "C", "N", "N", "O", "C", "C", "H", "H", "H", "H", "H", "H", "H", "H", "H", "H"], "xyz": [[-0.02237, 3.50367, -0.20884], [0.77843, 2.44785, -0.46697], [0.43621, 1.37105, 0.33307], [-0.89900, 1.04566, 0.75731], [-1.69157, 0.49389, -0.50642], [-0.88202, -0.79407, -0.97898], [-0.05010, -1.65416, -0.11165], [-0.28996, -2.87829, -0.18436], [0.60974, -3.67552, 0.33008], [1.14109, -1.09660, 0.58207], [1.52436, 0.37404, 0.21933], [-1.33696, 1.95544, 0.76710], [-0.89824, 0.55265, 1.72308], [-1.68533, 1.34075, -1.30645], [-2.91615, 0.39571, -0.28025], [-0.09335, -0.61010, -1.78823], [-1.41311, -1.66569, -1.52596], [0.96663, -0.99094, 1.76045], [2.20462, -1.59476, 0.51510], [2.22872, 0.78624, -0.63545], [2.28836, 0.69319, 1.00596]], "forces_ev_per_angstrom": [[3.48, -4.88, -1.83], [-5.10, 3.53, 3.85], [2.63, 0.52, -2.57], [-0.02, -0.72, -2.03], [-1.01, -0.80, 0.50], [0.09, -1.73, -3.44], [1.33, 3.38, 1.53], [2.34, -5.24, 1.38], [-2.78, 2.82, -1.33], [2.20, 1.35, 2.02], [1.77, 1.76, 0.57], [-1.44, 3.14, 1.39], [-0.27, -0.35, -0.24], [0.41, -1.71, 1.31], [3.51, -0.37, -0.36], [-1.27, 0.94, 0.83], [-0.18, 1.91, 0.91], [-0.03, -0.81, -2.55], [-2.64, -0.04, -0.28], [-1.94, -1.81, 0.57], [-1.07, -0.87, -0.24]], "lowdin_charge": [-0.131, 0.037, -0.174, -0.162, -0.105, -0.134, -0.185, -0.064, -0.122, -0.116, -0.181, 0.053, 0.131, 0.127, 0.167, 0.139, 0.137, 0.158, 0.153, 0.149, 0.123]}

Entry 6:
{"formula": "C5H10N4O2", "method": "the ωB97M-V functional and the def2-TZVPD basis", "charge": 2, "de_lowest_kcal_mol": 224.7, "lumo_energy_ev": -11.1121, "symbols": ["C", "C", "C", "C", "C", "N", "N", "N", "N", "O", "O", "H", "H", "H", "H", "H", "H", "H", "H", "H", "H"], "xyz": [[-0.17031, 0.73458, -1.00763], [0.69745, -0.53028, 0.88394], [-0.19952, -0.51734, 2.97876], [0.12529, -1.55690, -1.28723], [2.05675, -0.20911, -1.12752], [-3.91463, 5.25773, -1.84988], [-4.90045, 4.86781, -1.58329], [-0.24842, -0.06383, 1.66509], [0.62872, -0.34134, -0.60782], [-0.72573, 1.38687, -1.74564], [-1.12384, 0.68689, 1.23560], [1.18386, -1.57179, 1.11538], [0.81406, -0.92743, 3.20559], [-0.53431, 0.31051, 3.56646], [-0.94463, -1.42539, 3.06156], [-0.70953, -1.93021, -0.77962], [-0.13828, -1.30244, -2.41889], [0.77790, -2.31593, -1.30589], [2.04650, 0.18471, -2.21384], [2.80445, 0.42642, -0.60392], [2.47465, -1.16353, -1.18119]], "forces_ev_per_angstrom": [[-2.00, 0.89, -0.71], [0.93, -3.05, 0.50], [-0.93, -3.09, 2.56], [-3.82, 1.78, -3.99], [1.87, 3.08, -2.71], [-0.50, -0.23, 0.14], [0.51, 0.22, -0.14], [1.82, -0.91, -3.72], [1.21, 0.86, 1.59], [1.23, -0.87, 1.65], [-0.49, 1.22, -1.34], [-0.57, 2.52, -0.30], [-0.87, 0.72, 0.08], [-0.02, 0.24, 0.91], [1.13, 1.88, -0.03], [-1.68, -0.14, 0.66], [0.49, -0.48, 2.41], [3.13, -2.30, 0.20], [-0.38, -0.63, 1.62], [-1.34, -0.04, 0.42], [0.28, -1.70, 0.19]], "lowdin_charge": [0.065, 0.016, 0.059, 0.081, 0.086, -0.006, 0.008, -0.285, -0.184, 0.486, 0.126, 0.230, 0.142, 0.130, 0.192, 0.124, 0.210, 0.088, 0.177, 0.156, 0.101]}

Entry 7:
{"formula": "C5H10NO", "method": "the ωB97M-V functional and the def2-TZVPD basis", "charge": 1, "de_lowest_kcal_mol": 174.9, "lumo_energy_ev": [-6.4299, -6.4354], "symbols": ["C", "C", "C", "C", "C", "N", "O", "H", "H", "H", "H", "H", "H", "H", "H", "H", "H"], "xyz": [[-0.38099, 0.72377, -0.54932], [0.28205, 1.97891, -0.81304], [1.72950, 2.05803, -0.91974], [-0.22465, -2.06776, -0.92031], [-0.80059, -1.51635, 1.32278], [-0.01778, -1.26946, 0.19622], [-0.42233, 1.05273, -1.75578], [-0.15060, 2.91080, -0.68966], [2.20544, 1.92712, 0.12167], [2.00631, 3.08995, -1.26248], [2.29221, 1.42026, -1.65230], [-1.23974, -2.27105, -1.23696], [0.28868, -3.04712, -0.46723], [0.58868, -1.90048, -1.76846], [-2.01584, -1.58443, 1.12080], [-0.65533, -0.77942, 2.07669], [-0.55400, -2.52664, 1.73139]], "forces_ev_per_angstrom": [[0.16, -2.19, 0.87], [1.09, -0.89, 0.21], [3.27, 0.97, 0.30], [3.31, -2.09, -1.27], [-4.41, -0.74, 0.30], [0.80, 2.31, -1.07], [-0.54, -0.61, -0.54], [-1.62, 1.35, 0.31], [-0.68, 0.10, -1.54], [-0.26, -0.78, 0.49], [-1.02, -0.01, 0.81], [-0.16, -0.11, -0.10], [-1.22, 1.35, -0.75], [-2.13, 0.16, 1.53], [2.92, 0.06, 0.29], [0.31, 0.46, 0.58], [0.17, 0.66, -0.42]], "lowdin_charge": [0.108, -0.207, -0.040, -0.132, -0.136, -0.069, 0.180, 0.130, 0.136, 0.108, 0.118, 0.100, 0.180, 0.148, 0.167, 0.077, 0.130]}

Q: Number 1 is which compound?
A: C5H10N3P